8
Properties=species:S:1:pos:R:3 method="wB97M-V/def2-TZVPD" lumo_energy_ev=0.35 fmax_ev_per_a=3.2 spin_multiplicity=1 de_lowest_kcal_mol=35.5 orbital_gap_ev=9.352 smiles="O=C=P.P"
C -0.25691 1.32168 -1.40579
O -0.55377 1.53483 -0.31107
P -0.14899 -0.82542 1.37503
P 0.09656 1.30990 -3.02512
H -0.60729 -2.00589 2.11111
H -0.36731 -0.26282 2.60065
H 0.71861 0.10213 -2.87927
H 1.11910 -1.17440 1.53447

=====

14
Properties=species:S:1:pos:R:3 method="wB97M-V/def2-TZVPD" lumo_energy_ev=1.08 fmax_ev_per_a=5.1 spin_multiplicity=1 de_lowest_kcal_mol=127.0 orbital_gap_ev=9.590 smiles="C1=NC[C@@H]2CN2N1"
C -0.55368 1.38354 -0.05420
C -1.43615 -0.82832 0.01324
C 1.81868 0.06013 -0.01891
C 0.51097 0.46490 0.35949
H -0.73890 2.16802 0.52286
H -0.56999 1.90783 -1.08901
H -2.23431 -1.46547 -0.11535
H -0.39740 -2.37771 -0.28391
H 2.40047 -0.43100 0.70583
H 2.26945 0.60154 -1.07731
H 0.34517 0.21676 1.43890
N -1.79388 0.44608 -0.07004
N -0.20078 -1.53428 0.13283
N 0.58035 -0.61203 -0.46441

=====

14
Properties=species:S:1:pos:R:3 method="wB97M-V/def2-TZVPD" lumo_energy_ev=0.41 fmax_ev_per_a=0.5 spin_multiplicity=1 de_lowest_kcal_mol=113.1 orbital_gap_ev=9.879
O -2.15009 -0.43320 -0.31675
C -1.97326 0.64623 0.31408
N -0.87396 0.76947 0.97691
C -0.28481 -1.14269 0.25099
C 0.63107 -0.69157 -0.85342
C 1.68284 0.24087 -0.44403
C 2.57547 0.98166 -0.12172
H -2.74102 1.42900 0.27031
H -0.65790 1.64222 1.44800
H -0.85385 -2.03174 0.00726
H 0.15733 -1.19796 1.23909
H 1.09764 -1.59540 -1.27494
H 0.02899 -0.26196 -1.66033
H 3.36156 1.64508 0.16456